Computed, not measured: C5H11N in the gas phase in a non-equilibrium geometry, with ωB97M-V/def2-TZVPD.

ORCA input file:
```
! wB97M-V def2-TZVPD RIJCOSX def2/J DEFGRID3
* xyz 0 1
C 1.77075 0.19896 1.20471
C 0.43129 0.14104 1.21365
N -0.26723 0.95744 2.11594
C -0.49867 -0.62694 0.32657
C 0.06957 -0.80816 -1.12654
C -0.74452 0.01924 -2.14598
H 2.36690 -0.27384 0.44195
H 2.22205 0.87549 1.91774
H -1.21786 1.16490 1.94927
H 0.21515 1.61958 2.67356
H -1.49090 -0.20182 0.19551
H -0.70705 -1.56789 0.85515
H -0.09228 -1.85914 -1.34994
H 1.09790 -0.50609 -1.29031
H -1.67478 0.39902 -1.69185
H -1.12518 -0.55563 -2.98482
H -0.35515 1.02385 -2.30461
*
```

For the total energy, the calculation gives -6852.3635 eV. As for the molar mass: 85.15 g/mol. The HOMO energy comes out at -7.90 eV. Its relative energy (zero: lowest compared OMol25 entry of this formula, charge and spin) is 26.9 kcal per mole. Its SMILES is C=C(N)CCC.

The molecule's Löwdin atomic charges, reported in e, are given here: 0.02, -0.42, 0.08, -0.15, -0.22, -0.11, 0.04, 0.05, 0.07, 0.07, 0.09, 0.12, 0.10, 0.09, 0.06, 0.07, 0.07

=====

Computed, not measured: a molecular structure, C38H42NOP2STeZn, with ωB97M-V/def2-TZVPD.

ORCA input file:
```
! wB97M-V def2-TZVPD RIJCOSX def2/J DEFGRID3
* xyz 1 1
Zn 1.02751 -0.02672 -0.97866
C -3.47858 -0.33694 -1.02597
N -2.00547 -0.27910 -1.00442
P -0.99141 -1.09811 -2.12056
C -1.70299 -0.88643 -3.76723
C -2.67256 -1.73599 -4.30082
C -3.19968 -1.48054 -5.55916
C -2.75787 -0.38592 -6.29317
C -1.77945 0.45427 -5.77640
C -1.25191 0.20236 -4.51835
C -1.17794 -2.87371 -1.77826
C -2.00758 -3.38396 -0.78377
C -2.06494 -4.75544 -0.55252
C -1.28519 -5.62259 -1.30292
C -0.44203 -5.11916 -2.28893
C -0.38574 -3.75332 -2.52251
P -1.14983 0.93622 -0.16238
C -1.41600 0.77330 1.62030
C -0.28686 0.78949 2.44003
C -0.42015 0.70229 3.82228
C -1.68097 0.56310 4.38678
C -2.81265 0.54409 3.57684
C -2.68222 0.66900 2.20194
C -1.97643 2.48374 -0.57500
C -2.04996 3.51525 0.36344
C -2.56926 4.75157 -0.00031
C -3.01520 4.96459 -1.29740
C -2.94011 3.94206 -2.23617
C -2.41283 2.71021 -1.87947
H -3.82528 -0.83473 -1.93041
H -3.89751 0.66852 -1.02174
H -3.86720 -0.87795 -0.16280
H -3.01085 -2.60088 -3.74230
H -3.95197 -2.14152 -5.97057
H -3.16994 -0.19381 -7.27690
H -1.42068 1.29576 -6.35577
H -0.47112 0.84632 -4.12303
H -2.60619 -2.71553 -0.17986
H -2.72550 -5.14607 0.21240
H -1.33160 -6.68949 -1.12203
H 0.17518 -5.79255 -2.87092
H 0.27799 -3.36929 -3.29206
H 0.70088 0.89108 2.00089
H 0.45842 0.74935 4.45484
H -1.78768 0.48807 5.46185
H -3.79747 0.45953 4.02037
H -3.57290 0.70819 1.58532
H -1.71036 3.35654 1.37959
H -2.62992 5.54639 0.73294
H -3.42288 5.92835 -1.57823
H -3.29266 4.10471 -3.24715
H -2.36644 1.91448 -2.61501
C 5.16887 2.94000 3.68387
C 4.59536 2.55862 2.33988
C 3.48221 3.20749 1.82205
C 2.96127 2.89729 0.56471
C 1.76686 3.67750 0.07013
C 3.58154 1.88893 -0.19136
Te 2.78593 1.33792 -2.08769
C 4.71004 1.21944 0.30672
C 5.41293 0.12268 -0.45494
C 5.19136 1.56999 1.56735
H 4.44274 3.48869 4.28541
H 6.04785 3.57908 3.56530
H 5.48357 2.05842 4.24565
H 3.00711 3.99160 2.40665
H 1.42743 4.38132 0.83257
H 0.93512 3.02282 -0.19177
H 2.00273 4.23762 -0.83628
H 4.80120 -0.78213 -0.50014
H 6.35951 -0.12769 0.02625
H 5.61356 0.40906 -1.48579
H 6.06955 1.05604 1.95120
O 1.01965 -1.41671 0.41808
S 1.11032 -2.86319 0.90385
C 2.50084 -2.86604 2.05757
C 1.93235 -2.57036 3.44182
C 0.62017 -3.35063 3.50004
C -0.12549 -2.98181 2.21745
H 3.20706 -2.13176 1.66859
H 2.94908 -3.86069 1.99535
H 1.73550 -1.50047 3.53605
H 2.62998 -2.85427 4.22778
H 0.01881 -3.11582 4.37714
H 0.82723 -4.42275 3.52176
H -0.54358 -1.97370 2.26277
H -0.89467 -3.68553 1.90534
*
```

For the total energy, the calculation gives -128746.4470 eV. As for the molar mass: 815.77 g/mol. The HOMO energy comes out at -9.59 eV. Its relative energy (zero: lowest compared OMol25 entry of this formula, charge and spin) is 12.9 kcal per mole.

The molecule's Löwdin atomic charges, reported in e, are given here: 0.17, -0.12, -0.49, 0.97, -0.36, -0.09, -0.06, -0.06, -0.06, -0.10, -0.38, -0.10, -0.08, -0.07, -0.06, -0.09, 0.96, -0.37, -0.11, -0.07, -0.07, -0.06, -0.08, -0.35, -0.08, -0.06, -0.06, -0.06, -0.09, 0.08, 0.08, 0.07, 0.11, 0.11, 0.11, 0.11, 0.10, 0.09, 0.11, 0.11, 0.11, 0.12, 0.10, 0.11, 0.11, 0.11, 0.10, 0.11, 0.11, 0.11, 0.11, 0.09, -0.05, -0.27, -0.02, -0.33, -0.10, -0.54, 0.87, -0.33, -0.10, -0.02, 0.07, 0.09, 0.08, 0.11, 0.08, 0.01, 0.08, 0.06, 0.08, 0.05, 0.12, -0.66, 1.02, -0.29, -0.21, -0.21, -0.29, 0.10, 0.10, 0.11, 0.12, 0.12, 0.12, 0.09, 0.08

=====

Computed, not measured: a molecular structure, C14H28FeOP2 in a non-equilibrium geometry, with ωB97M-V/def2-TZVPD.

ORCA input file:
```
! wB97M-V def2-TZVPD RIJCOSX def2/J DEFGRID3
* xyz 0 5
Fe 0.84501 -0.44460 -1.48868
H -2.45099 -4.48616 -1.50325
H 0.83301 -1.08934 3.47430
P 0.29220 -2.46394 -1.79252
P 0.61144 1.65156 -1.78837
C 1.87370 2.83847 -1.25892
H 1.81701 3.74461 -1.87109
H 1.73937 3.09443 -0.20412
H 2.85644 2.37427 -1.38141
C 0.09108 2.24782 -3.42635
H -0.95739 1.98486 -3.59533
H 0.22874 3.33029 -3.50690
H 0.70230 1.74296 -4.18192
C -0.79966 1.98849 -0.67024
H -0.50310 1.77069 0.36537
H -1.09232 3.03892 -0.76603
H -1.64115 1.33625 -0.93595
C 0.07972 -3.19525 -3.46412
H 0.25636 -4.27392 -3.38898
H -0.94442 -3.00099 -3.81715
H 0.78154 -2.74336 -4.17329
C 1.63614 -3.42413 -0.99020
H 1.33043 -3.64659 0.03907
H 1.79283 -4.34707 -1.56109
H 2.56717 -2.84018 -0.94957
C -1.25552 -2.98005 -1.03233
H -2.01702 -2.22848 -1.24303
H -1.60965 -4.19842 -1.60238
H -1.16705 -3.10226 0.05181
C 2.55759 -0.45994 -0.98523
O 3.68963 -0.28121 -0.72043
H 1.13091 -0.52249 -2.96918
C 0.89348 -0.08717 3.02820
C -0.26326 0.77474 3.43346
C -0.07669 1.88575 4.26603
C -1.16024 2.65947 4.68951
C -2.46093 2.33436 4.26572
C -2.65076 1.23913 3.41184
C -1.56181 0.46722 2.99973
H 0.95191 -0.21171 1.93853
H 1.83019 0.36681 3.36218
H 0.94112 2.12523 4.58166
H -1.00495 3.51913 5.35177
H -3.32568 2.92284 4.59625
H -3.65901 0.97621 3.07057
H -1.72771 -0.38722 2.34207
*
```

For the total energy, the calculation gives -69978.3057 eV. As for the molar mass: 330.17 g/mol. The HOMO energy (spin up / spin down) comes out at -5.62 / -7.69 eV. Its relative energy (zero: lowest compared OMol25 entry of this formula, charge and spin) is 35.5 kcal per mole. As for the expectation value of S²: 6.0562.

The molecule's Löwdin atomic charges, reported in e, are given here: -0.09, 0.10, 0.09, 0.66, 0.68, -0.24, 0.04, 0.05, 0.03, -0.26, 0.05, 0.04, 0.04, -0.27, 0.03, 0.04, 0.04, -0.26, 0.04, 0.05, 0.03, -0.24, 0.05, 0.04, 0.02, -0.34, 0.03, 0.00, 0.04, -0.33, 0.02, -0.03, -0.06, -0.29, -0.06, -0.09, -0.10, -0.09, -0.07, 0.05, 0.08, 0.11, 0.10, 0.10, 0.10, 0.11

=====

Computed, not measured: 2 unconnected molecules or ions with the total composition C2H8N2 in a non-equilibrium geometry, with ωB97M-V/def2-TZVPD.

ORCA input file:
```
! wB97M-V def2-TZVPD RIJCOSX def2/J DEFGRID3
* xyz 0 1
C 0.25590 -2.64976 1.33850
C -1.01724 -2.48798 2.05864
N -1.28217 -1.87361 3.31552
H 0.36536 -2.14106 0.32260
H 0.90014 -3.50610 1.39647
H -1.77551 -3.20443 1.98903
H -0.69921 -1.12902 3.79059
H -2.22940 -1.92957 3.67680
N 1.76951 5.69251 -5.53369
H 1.34564 5.92892 -4.72556
H 2.30661 4.80230 -5.33489
H 0.94304 5.27307 -5.97073
*
```

For the total energy, the calculation gives -5179.4065 eV. As for the molar mass: 60.10 g/mol. The HOMO energy comes out at -6.44 eV. Its relative energy (zero: lowest compared OMol25 entry of this formula, charge and spin) is 99.9 kcal per mole. Its SMILES is C=CN.N.

The molecule's Löwdin atomic charges, reported in e, are given here: -0.14, -0.20, 0.08, 0.02, -0.02, 0.05, 0.12, 0.08, 0.01, -0.06, 0.04, 0.01

=====

Computed, not measured: a molecular structure, C24H17Br2N6OS3Tc in a non-equilibrium geometry, with ωB97M-V/def2-TZVPD.

ORCA input file:
```
! wB97M-V def2-TZVPD RIJCOSX def2/J DEFGRID3
* xyz 1 2
Tc -0.37800 -0.17910 -0.04830
C -2.80480 1.74700 2.91640
C -2.25400 1.10210 1.69180
N -0.95320 1.04660 1.43940
N -0.14240 1.67430 2.29190
C 1.13970 1.48230 2.13340
N 2.00030 2.15700 2.89420
S 1.78020 0.30850 1.00210
C -3.08670 0.52800 0.67420
C -4.48720 0.56310 0.67010
C -5.17450 0.04030 -0.40550
C -4.45780 -0.48760 -1.47540
C -3.08000 -0.50610 -1.40500
N -2.40890 -0.04610 -0.35350
H -1.99600 1.91540 3.62130
H -3.56790 1.12000 3.37050
H -3.26280 2.70780 2.68330
H 1.66320 2.85290 3.53970
H 2.99000 2.03580 2.76600
H -5.01930 1.01750 1.48860
H -6.25200 0.04840 -0.42950
H -4.95220 -0.87650 -2.34900
H -2.49190 -0.89000 -2.22780
S 1.91350 -0.48200 -2.32740
C 0.74400 0.68700 -2.60270
N -0.07560 1.13820 -1.65450
C -0.85530 2.17330 -2.10740
C -1.73670 2.93720 -1.34230
C -2.45760 3.94290 -1.95060
C -2.31820 4.19830 -3.31400
C -1.43330 3.46880 -4.08640
C -0.68970 2.47310 -3.47390
S 0.53680 1.44630 -4.16750
H -1.81690 2.75560 -0.28300
H -3.14440 4.53490 -1.36350
H -2.89430 4.98800 -3.76930
H -1.32200 3.66260 -5.14060
Br -1.36360 -3.46710 -3.68770
C -1.45080 -3.76450 -1.82510
C -2.06550 -4.89530 -1.30260
C -2.15120 -5.08070 0.06170
Br -3.04080 -6.61500 0.72180
C -1.63760 -4.12610 0.97450
C -1.59090 -4.26260 2.37330
C -1.08320 -3.22460 3.11940
C -0.71960 -2.03020 2.49070
N -0.73750 -1.87220 1.17700
C -1.11560 -2.93130 0.42460
C -0.95010 -2.75600 -0.98540
O -0.39650 -1.68300 -1.40200
H -2.47260 -5.63520 -1.97610
H -1.93350 -5.17540 2.83450
H -0.96350 -3.31830 4.18600
H -0.38160 -1.18570 3.07340
*
```

For the total energy, the calculation gives -210937.5942 eV. As for the molar mass: 759.45 g/mol. The HOMO energy (spin up / spin down) comes out at -10.44 / -10.01 eV. Its relative energy (zero: lowest compared OMol25 entry of this formula, charge and spin) is 28.6 kcal per mole. As for the expectation value of S²: 1.2452.

The molecule's Löwdin atomic charges, reported in e, are given here: 1.39, 0.00, -0.26, -0.17, -0.01, -0.81, 0.12, 0.65, -0.21, 0.03, -0.01, 0.00, -0.08, -0.03, 0.07, 0.09, 0.10, 0.12, 0.10, 0.12, 0.12, 0.12, 0.11, 0.68, -1.13, -0.15, -0.31, -0.02, -0.07, -0.07, -0.07, -0.45, 1.06, 0.09, 0.11, 0.11, 0.11, 0.83, -0.58, -0.15, -0.61, 0.81, -0.18, 0.01, -0.01, -0.09, -0.02, -0.14, -0.43, -0.32, 0.11, 0.09, 0.12, 0.11

=====

Computed, not measured: 3 unconnected molecules or ions with the total composition C6H9N, with ωB97M-V/def2-TZVPD.

ORCA input file:
```
! wB97M-V def2-TZVPD RIJCOSX def2/J DEFGRID3
* xyz 0 1
C 1.49791 -0.75666 0.78229
C 0.38549 -0.40283 -0.00321
C 0.54472 0.64496 -1.19253
C -0.18921 1.05092 -0.01036
C -1.64769 0.51124 0.04459
N -2.01892 -0.53848 -0.91538
C -1.09036 -0.86945 0.16253
H 1.40331 -1.56100 1.51533
H 1.45562 0.89971 1.67173
H 2.51136 -0.55717 0.44059
H 1.59210 0.94288 -1.24090
H 0.11175 0.43216 -2.18085
H 0.81702 1.36056 1.23743
H -2.43901 0.95035 0.64691
H -1.57247 -0.45953 -1.83431
H -1.36162 -1.64767 0.87613
*
```

For the total energy, the calculation gives -7849.9277 eV. As for the molar mass: 95.14 g/mol. The HOMO energy (spin up / spin down) comes out at -8.18 / -8.18 eV. Its relative energy (zero: lowest compared OMol25 entry of this formula, charge and spin) is 189.8 kcal per mole.

The molecule's Löwdin atomic charges, reported in e, are given here: 0.04, -0.41, -0.05, -0.13, -0.20, 0.07, -0.19, 0.08, 0.08, 0.07, 0.11, 0.10, 0.08, 0.13, 0.08, 0.14

=====

Computed, not measured: C2H7N5O in the gas phase in a non-equilibrium geometry, with ωB97M-V/def2-TZVPD.

ORCA input file:
```
! wB97M-V def2-TZVPD RIJCOSX def2/J DEFGRID3
* xyz 0 1
H 2.05232 1.10478 1.70495
N 1.23768 0.69756 1.21842
C 0.54733 1.12143 0.17686
N 0.75218 2.21837 -0.65931
O -0.22832 2.15126 -1.67054
N -0.41500 0.24232 -0.26348
N -0.95358 -0.65893 0.79477
C -0.72064 -2.00959 0.25546
N -0.54791 -2.94828 1.14950
H -0.50804 -3.76185 0.59545
H 1.68565 2.55592 -1.15344
H -0.17531 1.22387 -2.18355
H -1.23469 0.79629 -0.70395
H -0.36443 -0.61897 1.71228
H -1.12723 -2.11418 -0.97341
*
```

For the total energy, the calculation gives -11680.3979 eV. As for the molar mass: 117.11 g/mol. The HOMO energy comes out at -9.00 eV. Its relative energy (zero: lowest compared OMol25 entry of this formula, charge and spin) is 110.9 kcal per mole. Its SMILES is [H]/N=C(\NO)NN/C=N/[H].

The molecule's Löwdin atomic charges, reported in e, are given here: 0.05, 0.09, -0.50, -0.02, -0.15, -0.04, -0.03, -0.29, 0.06, 0.00, 0.20, 0.16, 0.16, 0.13, 0.18

=====

Computed, not measured: C2H4N2S3 in the gas phase in a non-equilibrium geometry, with ωB97M-V/def2-TZVPD.

ORCA input file:
```
! wB97M-V def2-TZVPD RIJCOSX def2/J DEFGRID3
* xyz 0 1
C 0.61523 -1.54716 -0.91097
C 0.12560 0.12842 1.09615
N 0.27770 -0.57037 -1.53831
N 0.42091 0.94567 0.04447
S 1.12646 -1.44385 0.76124
S -1.72182 -0.15074 1.54400
S -0.54716 2.19644 -0.36845
H 1.08996 -2.40849 -1.41868
H 0.59873 0.38526 2.07450
H -2.22924 -0.00790 0.16035
H 0.24362 2.47272 -1.44431
*
```

For the total energy, the calculation gives -37620.3193 eV. As for the molar mass: 152.27 g/mol. The HOMO energy (spin up / spin down) comes out at -8.56 / -8.75 eV. Its relative energy (zero: lowest compared OMol25 entry of this formula, charge and spin) is 94.7 kcal per mole.

The molecule's Löwdin atomic charges, reported in e, are given here: -0.65, -1.04, 0.10, -0.56, 0.84, 0.57, 0.75, 0.08, 0.07, -0.08, -0.10